#i
# C7H12

The molecule C7H12 (wB97M-V/def2-TZVPD, the OMol25 dataset).

Last column: Löwdin charge in e.
Positions of all 19 atoms, in Å:
H 3.068 0.032 -0.703  0.13
H -0.057 -1.597 0.353  0.14
H -3.393 -0.153 0.640  0.07
H -1.489 0.777 -0.706  0.11
H -1.230 0.906 1.021  0.11
C -2.486 -0.737 0.446  -0.12
H -2.681 -1.385 -0.416  0.07
H 1.617 -0.205 1.766  0.13
C 0.859 -0.438 -1.269  -0.11
H 0.730 2.044 -0.208  0.10
H 2.293 2.014 0.743  0.10
C 0.053 -0.544 0.068  -0.27
C -1.296 0.184 0.198  -0.23
C 2.014 0.217 -0.512  -0.22
C 1.247 0.088 0.788  -0.21
H 1.118 -1.423 -1.670  0.11
H 0.406 0.158 -2.070  0.11
H -2.307 -1.376 1.318  0.07
C 1.534 1.440 0.214  -0.09

HOMO-LUMO gap	10.77	eV
HOMO level	-9.5500	eV

---

#ii
# C7H12

The molecule C7H12 (wB97M-V/def2-TZVPD, the OMol25 dataset).

Last column: Löwdin charge in e.
Positions of all 19 atoms, in Å:
C 2.115 0.810 0.077  -0.09
H -3.154 0.157 -0.787  0.08
H -0.458 0.994 -1.482  0.11
H 2.588 -1.319 0.599  0.10
C -0.156 -0.238 1.084  -0.08
C 2.207 -0.671 -0.186  -0.09
H -1.447 -1.548 -0.113  0.13
C -0.223 -0.004 -1.091  -0.08
H -0.071 -0.686 -1.935  0.11
C -1.231 -0.478 -0.009  -0.35
H -0.347 0.678 1.658  0.11
H 2.386 1.152 1.074  0.10
H 0.032 -1.058 1.786  0.11
C 0.873 -0.014 -0.024  -0.44
C -2.527 0.307 0.100  -0.08
H -2.319 1.382 0.184  0.08
H 2.476 -0.980 -1.194  0.10
H -3.110 0.009 0.980  0.07
H 2.365 1.506 -0.720  0.10

HOMO-LUMO gap	10.93	eV
HOMO level	-9.7607	eV

---

#iii
# C7H12

The molecule C7H12 (wB97M-V/def2-TZVPD, the OMol25 dataset).

Last column: Löwdin charge in e.
Positions of all 19 atoms, in Å:
H -1.937 0.854 0.517  0.12
C -1.468 1.317 -1.631  -0.12
C -1.461 0.349 -0.369  -0.16
H -2.523 1.522 -1.877  0.07
C 0.425 -0.366 1.229  -0.33
H 1.922 -0.591 -1.098  0.01
H -0.966 2.244 -1.466  0.06
C -0.302 -1.549 1.029  0.08
H 1.721 0.808 2.464  0.09
H 2.481 -0.003 0.993  0.05
H 0.835 0.595 -1.987  0.04
H 0.310 -2.344 0.635  0.09
C 0.059 -0.071 -0.092  -0.37
H 2.384 -0.955 2.408  0.12
C 0.990 -0.149 -1.173  0.04
H -2.064 -0.550 -0.546  0.09
C 1.774 -0.110 1.811  -0.07
H -1.061 0.802 -2.534  0.07
H -1.120 -1.804 1.685  0.11

HOMO-LUMO gap	5.92	eV
HOMO level	-6.6695	eV

---

#iv
# C7H12

The molecule C7H12 (wB97M-V/def2-TZVPD, the OMol25 dataset).

Last column: Löwdin charge in e.
Positions of all 19 atoms, in Å:
C 1.699 -0.618 -0.611  -0.06
H -3.394 0.005 1.057  0.07
C -0.595 -0.062 -0.315  -0.26
C -2.068 -0.006 -0.696  -0.26
C 0.391 -0.755 -1.267  -0.21
C 3.516 0.052 1.222  -0.11
H -0.502 -0.546 0.665  0.12
H -2.189 0.525 -1.648  0.10
H 0.127 -1.809 -1.416  0.11
H 0.387 -0.280 -2.256  0.11
H -0.240 0.967 -0.174  0.12
H -2.463 -1.018 -0.854  0.11
H 4.060 -0.808 1.622  0.07
C 2.566 -0.340 0.182  -0.09
H -3.538 1.455 0.056  0.07
H -2.129 1.229 1.093  0.07
H 4.241 0.785 0.856  0.07
H 2.965 0.514 2.050  0.08
C -2.834 0.708 0.433  -0.11

HOMO-LUMO gap	10.35	eV
HOMO level	-9.2829	eV

---

Of them, the most stable is #ii and the least stable is #iii.

---

#i
# C7H12

The molecule C7H12 (wB97M-V/def2-TZVPD, the OMol25 dataset).

Last column: Löwdin charge in e.
Positions of all 19 atoms, in Å:
C 1.187 -1.962 0.558  -0.10
C 0.398 -1.520 -0.659  -0.22
H 1.189 3.227 1.204  0.06
C -2.081 -1.090 -0.510  0.03
H 1.175 1.022 0.919  0.09
H 1.574 -1.171 1.185  0.05
C 0.344 1.403 0.351  -0.13
H -2.265 -2.134 -0.767  0.06
C -0.839 -0.643 -0.419  -0.32
H -1.358 1.405 -0.911  0.11
H 0.101 -2.342 -1.314  0.11
H 0.689 -2.780 1.076  0.07
H 1.076 -0.950 -1.303  0.11
H -0.574 3.191 0.972  0.07
H 0.489 3.501 -0.399  0.07
C -0.634 0.836 -0.344  -0.09
H -2.993 -0.534 -0.355  0.06
H 2.128 -2.401 0.188  0.07
C 0.392 2.939 0.529  -0.10

HOMO-LUMO gap	9.79	eV
HOMO level	-8.6954	eV

---

#ii
# C7H12

A 2-piece molecular cluster, C7H12 overall (wB97M-V/def2-TZVPD, the OMol25 dataset).

Last column: Löwdin charge in e.
Positions of all 19 atoms, in Å:
H 1.331 2.311 0.994  0.06
H -2.665 0.127 -1.094  0.09
H 1.382 -1.361 2.709  0.07
H 0.549 -1.923 -2.455  0.09
C 0.596 -0.936 2.072  -0.12
H -1.628 0.691 0.226  0.07
H 0.691 -1.378 1.074  0.07
H -0.482 0.833 -3.346  0.08
H 1.473 0.719 0.050  0.05
H -0.365 -1.244 2.500  0.07
C -0.647 -0.269 -1.411  -0.30
C 0.163 -0.963 -2.140  -0.01
C 1.200 1.232 0.971  -0.02
C 0.085 0.499 -2.470  -0.13
H 0.465 1.103 2.925  0.09
H 0.906 1.175 -2.208  0.07
C -1.789 -0.126 -0.484  -0.05
C 0.735 0.558 2.019  -0.25
H -1.999 -1.048 0.066  0.08

HOMO-LUMO gap	10.20	eV
HOMO level	-9.0661	eV

---

Of them, the most stable is #i and the least stable is #ii.

---

#i
# C7H12

The molecule C7H12 (wB97M-V/def2-TZVPD, the OMol25 dataset).

Last column: Löwdin charge in e.
Positions of all 19 atoms, in Å:
H -0.959 -0.403 1.337  0.08
H 2.134 1.160 0.963  0.11
H -2.050 -1.009 -1.306  0.09
H -2.748 -0.310 0.923  0.08
C -0.042 -0.110 -1.245  -0.34
H 1.681 -1.149 -0.172  0.19
H -1.669 1.116 0.839  0.08
H 0.068 -0.279 -2.318  0.14
H 1.105 -1.220 1.805  0.11
C -1.400 -0.354 -0.734  -0.16
C 0.874 -0.643 0.918  -0.16
H 0.453 1.404 1.420  0.10
C -1.758 0.038 0.615  -0.14
H 1.634 1.247 -1.343  0.11
C 1.108 0.843 0.740  -0.20
H 0.221 -2.273 -0.487  0.13
C 0.487 -1.228 -0.372  -0.19
C 0.727 1.128 -0.739  -0.14
H 0.136 2.043 -0.845  0.11

HOMO-LUMO gap (spin up / spin down)	7.22 / 7.27	eV
HOMO level (spin up / spin down)	-6.1735 / -6.2179	eV

---

#ii
# C7H12

The molecule C7H12 (wB97M-V/def2-TZVPD, the OMol25 dataset).

Last column: Löwdin charge in e.
Positions of all 19 atoms, in Å:
H 2.434 -0.872 -0.228  0.12
H 1.249 -2.065 1.484  0.14
H -0.969 0.340 -1.166  0.09
H -0.178 0.096 2.075  0.09
H -1.382 -0.493 0.995  0.07
H -1.620 2.766 -1.183  0.07
C -0.211 1.111 -1.015  -0.33
C 1.365 -0.687 -0.238  -0.29
H -1.237 2.286 0.449  0.06
C 1.013 0.707 -0.343  0.05
C -0.818 2.412 -0.542  -0.12
C 0.604 -1.469 0.844  -0.28
H -0.079 3.201 -0.477  0.07
H -0.455 -1.714 -1.076  0.10
H 0.204 1.281 -2.017  0.14
C -0.513 -0.802 1.548  -0.07
C 0.487 -1.889 -0.563  -0.08
H -0.904 -1.424 2.328  0.07
H 1.010 -2.785 -0.876  0.10

HOMO-LUMO gap	8.05	eV
HOMO level	-7.5694	eV

---

Of them, the most stable is #ii and the least stable is #i.